Entry 1:
{
  "formula": "C28H34MnN5S4",
  "method": "ωB97M-V/def2-TZVPD",
  "elements": ["Mn", "S", "C", "S", "S", "C", "C", "C", "C", "C", "C", "C", "N", "C", "N", "C", "C", "C", "C", "C", "C", "C", "N", "C", "C", "C", "C", "C", "C", "C", "H", "H", "H", "H", "H", "H", "H", "H", "H", "H", "H", "H", "H", "H", "H", "H", "H", "H", "H", "H", "H", "H", "C", "C", "N", "C", "S", "N", "C", "C", "H", "H", "H", "H", "H", "H", "H", "H", "H", "H", "H", "H"],
  "xyz": [[-0.93572, 1.45707, -2.21632], [-3.10633, -0.09846, -5.56828], [-2.36773, 0.85462, -4.45769], [-3.12405, 1.45256, -3.00408], [-0.68592, 1.33690, -4.53038], [0.07227, -3.92781, 2.13356], [1.14328, -4.06506, 1.07937], [2.14325, -5.02692, 1.18715], [3.13655, -5.15673, 0.22410], [3.12866, -4.32263, -0.88257], [2.12927, -3.36884, -1.02416], [1.15057, -3.22790, -0.04342], [0.10796, -2.27306, -0.18093], [0.20166, -1.00600, -0.69234], [1.44739, -0.48920, -0.71324], [1.90395, 0.74130, -1.26738], [1.04703, 1.63995, -1.87107], [1.62426, 2.81516, -2.37266], [2.98153, 3.07308, -2.28279], [3.80612, 2.14246, -1.66305], [3.28298, 0.97058, -1.14041], [4.18007, -0.03308, -0.45225], [-0.85918, -0.33591, -1.04535], [-2.09834, -1.08159, -1.07330], [-3.03415, -0.84510, -0.07631], [-4.27668, -1.46244, -0.09440], [-4.58196, -2.33939, -1.12033], [-3.64107, -2.59498, -2.10628], [-2.38767, -1.98561, -2.10817], [-1.41057, -2.27574, -3.21883], [0.30731, -4.54316, 3.00175], [-0.90821, -4.24595, 1.76084], [-0.02760, -2.88908, 2.46139], [2.14743, -5.68130, 2.05403], [3.90473, -5.91385, 0.33279], [3.88748, -4.42263, -1.65115], [2.09585, -2.74434, -1.91012], [-0.83197, -2.57693, 0.01185], [2.15837, -1.09178, -0.34234], [0.99023, 3.54838, -2.85187], [3.39882, 3.98335, -2.70085], [4.87349, 2.32533, -1.58218], [5.19704, 0.35301, -0.38564], [4.22919, -0.98617, -0.99500], [3.84594, -0.25040, 0.57074], [-2.77635, -0.15448, 0.71572], [-5.00749, -1.24099, 0.67355], [-5.55433, -2.81492, -1.16179], [-3.88838, -3.26975, -2.91908], [-1.93417, -2.67888, -4.08477], [-0.65577, -3.00663, -2.90467], [-0.89070, -1.37762, -3.54417], [0.56522, 5.36393, 3.61084], [-0.66675, 4.97178, 2.81185], [-0.31361, 4.31535, 1.53638], [-1.01413, 3.29578, 0.97610], [-1.43243, 3.34959, -0.66325], [-1.34645, 2.25067, 1.72958], [-0.80947, 1.87169, 3.03573], [-1.87755, 1.80207, 4.11773], [0.27702, 5.90956, 4.51365], [1.21863, 6.00960, 3.01885], [1.14006, 4.48197, 3.90477], [-1.26589, 5.85495, 2.58746], [-1.30018, 4.30515, 3.38521], [-0.01231, 4.95560, 0.82018], [-1.89681, 1.57083, 1.23837], [-0.02148, 2.57034, 3.29770], [-0.33805, 0.89491, 2.92714], [-2.43547, 2.73759, 4.18925], [-1.41695, 1.59755, 5.08756], [-2.59176, 1.00260, 3.90768]],
  "lowdin_spin": [3.987, 0.011, 0.019, -0.032, -0.065, 0.000, 0.000, 0.000, 0.000, 0.000, 0.000, 0.000, 0.004, 0.011, 0.007, 0.005, -0.066, 0.014, -0.003, 0.016, -0.005, -0.002, 0.035, 0.005, 0.002, 0.000, 0.003, 0.000, 0.002, 0.001, 0.000, 0.000, 0.000, 0.000, 0.000, 0.000, 0.000, 0.000, 0.000, 0.003, -0.001, 0.001, 0.000, 0.000, 0.000, 0.000, 0.000, 0.000, 0.000, 0.000, 0.000, 0.000, 0.000, 0.001, 0.005, 0.013, 0.022, 0.004, 0.001, 0.000, 0.000, 0.000, 0.000, 0.000, 0.000, 0.001, 0.000, 0.000, 0.000, 0.000, 0.000, 0.000],
  "spin_multiplicity": 5,
  "orbital_gap_ev": [6.79, 7.07],
  "s2": 6.14,
  "largest_force_ev_per_a": 0.8
}

Entry 2:
{
  "formula": "C31H56N3O2P2Ti",
  "method": "ωB97M-V/def2-TZVPD",
  "elements": ["C", "C", "C", "C", "C", "H", "H", "H", "N", "P", "P", "C", "H", "H", "C", "H", "C", "C", "C", "C", "C", "H", "H", "H", "C", "H", "H", "H", "C", "H", "H", "H", "C", "H", "H", "H", "C", "H", "H", "H", "C", "H", "H", "H", "C", "H", "H", "H", "C", "H", "H", "H", "C", "H", "H", "H", "C", "H", "H", "H", "C", "H", "H", "H", "C", "H", "H", "H", "Ti", "C", "O", "N", "C", "C", "C", "C", "C", "H", "H", "H", "H", "H", "H", "H", "H", "H", "C", "C", "N", "O", "H", "H", "H", "H", "H"],
  "xyz": [[-0.41488, -0.46935, -3.19650], [-0.40532, 1.64612, -2.22631], [-0.17230, 0.06794, -4.45760], [-0.08715, 2.23590, -3.45888], [0.01770, 1.43760, -4.58347], [-0.16824, -0.58850, -5.32280], [-0.03750, 3.32546, -3.49877], [0.18457, 1.87953, -5.56330], [-0.38319, 0.28561, -2.09396], [-0.60744, -2.72534, -1.45250], [0.37991, 3.00352, 0.89552], [-0.89743, -1.90746, -3.07148], [-1.98436, -1.95145, -3.25178], [-0.39544, -2.47724, -3.86132], [-0.97358, 2.45997, -1.15214], [-0.96502, 3.51655, -1.35254], [-0.37121, 4.66380, 1.32607], [2.09190, 2.66030, 1.55062], [-2.20457, -3.46822, -0.72410], [0.66499, -4.01051, -2.00757], [-1.28533, 4.41910, 2.53998], [-0.73575, 4.04516, 3.41046], [-1.75572, 5.37484, 2.80890], [-2.08149, 3.70030, 2.30115], [0.71283, 5.69513, 1.62380], [1.37502, 5.38314, 2.43335], [1.30740, 5.90108, 0.72853], [0.22984, 6.63485, 1.92042], [-1.24060, 5.28569, 0.23157], [-1.82456, 6.10971, 0.66154], [-0.66369, 5.67639, -0.61267], [-1.95847, 4.56772, -0.14529], [2.09979, 2.82136, 3.07575], [1.38940, 2.11896, 3.54044], [3.10852, 2.56969, 3.44082], [1.84388, 3.83137, 3.41135], [2.48881, 1.20752, 1.27770], [1.78105, 0.49718, 1.71551], [2.57899, 0.99634, 0.21274], [3.46665, 1.01930, 1.74493], [3.08752, 3.55853, 0.81243], [2.95749, 4.61645, 1.03525], [4.10413, 3.27124, 1.10503], [2.98829, 3.41370, -0.26891], [1.26928, -4.63988, -0.74287], [2.00219, -5.40034, -1.05882], [1.79636, -3.89015, -0.13663], [0.51404, -5.14638, -0.12572], [1.80014, -3.32866, -2.80463], [1.47071, -2.98264, -3.78997], [2.25870, -2.49947, -2.26477], [2.58022, -4.08544, -2.98191], [0.09008, -5.11265, -2.92388], [0.92623, -5.56288, -3.48028], [-0.37072, -5.93129, -2.36210], [-0.62432, -4.73418, -3.66591], [-3.39224, -2.58049, -1.10712], [-3.56959, -2.56479, -2.18741], [-4.29090, -2.99619, -0.63381], [-3.29356, -1.54855, -0.74083], [-2.06783, -3.49164, 0.80758], [-2.00688, -2.48574, 1.25510], [-2.96905, -3.97449, 1.21384], [-1.19979, -4.08246, 1.13445], [-2.46751, -4.90793, -1.19254], [-2.56518, -4.99415, -2.28290], [-1.70626, -5.61246, -0.82743], [-3.42533, -5.23146, -0.75580], [-0.68073, -0.61185, -0.07149], [1.24346, -1.12699, -0.27460], [2.39138, -1.41679, -0.30107], [-1.98089, 0.77322, 0.19953], [-2.08870, 1.90311, -0.48060], [-3.54625, 2.38596, -0.75094], [-3.76434, 3.79061, -1.32747], [-4.04081, 1.44824, -1.84691], [-4.33321, 2.27889, 0.55919], [-3.69899, 4.60155, -0.59747], [-3.14694, 4.02562, -2.20370], [-4.80881, 3.82850, -1.66931], [-3.94113, 0.40831, -1.52771], [-5.09535, 1.65134, -2.06363], [-3.43633, 1.60951, -2.75213], [-5.39428, 2.17128, 0.33292], [-3.98905, 1.40884, 1.13372], [-4.17042, 3.18534, 1.16644], [1.15085, -2.37587, 3.08915], [0.02280, -1.40378, 2.97792], [-0.52854, -0.97475, 4.11657], [-0.44266, -0.96779, 1.87762], [1.18876, -2.76772, 4.11685], [2.11253, -1.88345, 2.86375], [1.00468, -3.22104, 2.39724], [-1.30532, -0.32274, 4.07570], [-0.16734, -1.29136, 5.01015]],
  "lowdin_spin": [0.017, 0.017, -0.051, -0.044, 0.011, -0.003, -0.001, 0.002, -0.033, 0.033, 0.424, 0.006, 0.001, 0.001, -0.208, 0.002, 0.048, 0.024, 0.017, 0.005, 0.034, 0.002, 0.006, 0.002, 0.004, 0.000, 0.001, 0.000, 0.009, 0.000, 0.001, 0.001, 0.021, 0.002, 0.003, 0.000, 0.011, 0.004, 0.003, 0.001, 0.024, 0.001, 0.002, 0.005, 0.001, 0.000, 0.000, 0.000, 0.000, 0.000, 0.000, 0.000, -0.001, 0.000, 0.000, 0.000, 0.012, 0.000, 0.000, 0.007, 0.007, 0.003, 0.000, 0.001, 0.003, 0.000, 0.000, 0.001, 1.180, 0.216, 0.165, -0.081, 0.022, -0.002, -0.002, 0.005, -0.002, 0.000, -0.001, 0.000, 0.000, 0.001, 0.000, 0.000, -0.001, 0.000, 0.002, 0.008, 0.004, 0.043, 0.000, 0.000, 0.001, 0.000, 0.000],
  "spin_multiplicity": 3,
  "orbital_gap_ev": [5.48, 6.03],
  "charge": 1,
  "s2": 2.48,
  "largest_force_ev_per_a": 4.6
}

Entry 3:
{
  "formula": "C21H33Cl3N5O3SSiTc",
  "method": "ωB97M-V/def2-TZVPD",
  "elements": ["Tc", "C", "C", "N", "C", "C", "C", "S", "N", "C", "O", "C", "C", "C", "C", "C", "C", "H", "H", "H", "H", "H", "H", "H", "H", "H", "H", "H", "H", "H", "H", "H", "Cl", "Si", "Cl", "Cl", "C", "O", "H", "H", "H", "C", "C", "N", "O", "H", "H", "H", "H", "H", "N", "C", "N", "C", "C", "C", "C", "C", "H", "H", "H", "H", "H", "H", "H", "H", "H", "H"],
  "xyz": [[0.28371, -1.07187, -0.64565], [-1.98894, 3.26422, 1.50654], [-0.49058, 3.27206, 1.80944], [-0.07581, 2.03930, 2.45812], [-0.30983, 1.95824, 3.89846], [0.88258, 2.50543, 4.67710], [0.46766, 0.99568, 1.81983], [0.84000, 1.16612, 0.09755], [0.82187, -0.04323, 2.52479], [0.72425, -1.34321, 2.30368], [-0.07470, -1.86908, 1.48629], [1.58686, -2.21274, 3.14378], [2.25727, -1.72180, 4.26116], [3.02517, -2.57411, 5.03715], [3.13628, -3.91608, 4.70002], [2.47282, -4.41194, 3.58563], [1.69901, -3.56197, 2.81359], [-2.25023, 4.13120, 0.90081], [-2.58225, 3.29061, 2.41924], [-2.24892, 2.35391, 0.96525], [-0.24552, 4.10032, 2.47634], [0.07360, 3.39541, 0.88940], [-0.48665, 0.91948, 4.16667], [-1.20746, 2.53183, 4.13202], [1.79423, 1.99778, 4.36647], [0.73755, 2.34698, 5.74388], [1.00832, 3.57263, 4.49929], [2.15530, -0.67788, 4.52141], [3.53610, -2.19122, 5.91065], [3.73690, -4.57712, 5.31002], [2.54561, -5.46035, 3.32671], [1.15499, -3.92444, 1.95120], [-0.21818, -3.39128, -1.34885], [0.81712, -3.58301, -3.11215], [-0.32717, -4.50777, -4.45903], [2.54017, -4.54070, -2.76545], [1.09661, -1.23095, -4.63527], [1.12839, -2.03757, -3.46378], [0.26709, -1.51626, -5.28207], [2.03126, -1.33580, -5.18526], [0.96776, -0.20151, -4.30705], [3.95201, -0.86039, -1.39026], [3.39217, -1.81227, -0.37875], [4.24207, -2.63073, 0.24642], [2.19038, -1.83716, -0.09063], [4.99099, -1.07722, -1.62276], [3.86748, 0.14776, -0.98130], [3.35006, -0.88717, -2.29758], [5.21663, -2.67234, 0.00911], [3.90643, -3.20819, 1.00371], [-1.20263, -0.30302, -1.58574], [-1.89360, 0.33933, -2.27494], [-2.62641, 1.16439, -2.94858], [-3.40272, 0.81983, -4.13576], [-4.86325, 1.22369, -3.94202], [-4.96964, 2.69854, -3.55207], [-4.12626, 2.98261, -2.30913], [-2.67924, 2.57903, -2.56523], [-3.31551, -0.24742, -4.33262], [-2.98038, 1.36521, -4.98660], [-5.31064, 0.60434, -3.16186], [-5.40788, 1.03804, -4.86844], [-6.01114, 2.96128, -3.36822], [-4.61046, 3.31677, -4.37920], [-4.51000, 2.41485, -1.45813], [-4.16076, 4.04234, -2.05407], [-2.05466, 2.72583, -1.68625], [-2.26531, 3.17281, -3.38705]],
  "lowdin_spin": [2.597, 0.000, 0.000, -0.001, 0.000, 0.000, 0.009, 0.033, 0.006, 0.016, 0.076, 0.002, 0.002, 0.000, 0.002, 0.000, 0.002, 0.000, 0.000, 0.000, 0.000, -0.001, 0.000, 0.000, 0.000, 0.000, 0.000, 0.000, 0.000, 0.000, 0.000, 0.000, 0.019, 0.010, 0.001, 0.002, 0.004, 0.037, 0.000, 0.000, 0.002, 0.005, 0.007, 0.003, 0.048, 0.000, 0.001, 0.003, 0.000, 0.000, 0.032, 0.039, 0.035, 0.002, 0.001, 0.000, 0.001, 0.001, 0.000, 0.001, 0.000, 0.000, 0.000, 0.000, 0.000, 0.000, 0.000, 0.001],
  "spin_multiplicity": 4,
  "orbital_gap_ev": [8.03, 7.20],
  "charge": 1,
  "s2": 3.77,
  "largest_force_ev_per_a": 2.2
}